(1)
The following is a quantum chemistry calculation of a cluster of 3 separate species, C39H49BrClF4N3O10PS2 in total, from the OMol25 dataset.

CARTESIAN COORDINATES (ANGSTROEM)
C -1.7430 -7.9427 -2.7756
O -2.4215 -6.6889 -2.7812
C -3.1014 -6.4252 -3.9861
C -2.3789 -5.3124 -4.7712
C -3.2088 -4.0395 -5.0458
C -3.9887 -3.5275 -3.8697
C -3.3336 -2.8809 -2.8136
C -1.8349 -2.6886 -2.7833
C -1.0410 -3.6514 -1.8595
C 0.1247 -2.9108 -1.1935
S 0.5160 -3.6304 0.4356
C 0.8896 -2.1420 1.3346
S 0.0733 -1.8433 2.6965
N 1.8856 -1.3268 0.7516
C 1.6404 0.0944 0.9148
C 2.0804 0.8212 2.0129
C 1.8176 2.1774 2.1040
C 1.1257 2.8538 1.1030
C 0.7089 2.1248 -0.0029
C 0.9612 0.7629 -0.0911
C 3.2381 -1.7066 1.1150
C 3.5825 -2.2377 2.3480
C 4.9070 -2.5512 2.6289
C 5.9111 -2.3462 1.6940
C 5.5598 -1.8101 0.4590
C 4.2419 -1.4998 0.1776
C -4.1109 -2.3767 -1.7719
C -3.4142 -1.6868 -0.6283
O -3.3349 -0.5242 -0.5288
O -2.8175 -2.4971 0.2977
P -3.8404 -3.5034 1.1688
O -2.8539 -3.6738 2.4122
Br -3.7167 -5.5553 0.2306
C -5.5114 -2.4933 -1.7718
C -6.2738 -1.8736 -0.6118
C -6.8632 -0.5046 -0.9690
C -6.0072 0.5380 -1.6354
N -8.0742 -0.3044 -0.6663
C -6.1155 -3.1677 -2.8183
C -7.6247 -3.4053 -2.9613
F -8.3263 -2.7171 -2.0772
F -8.0550 -2.9924 -4.1718
C -7.9899 -4.9341 -2.7738
F -6.9361 -5.5583 -2.1987
F -9.0256 -5.0347 -1.9426
N -5.3256 -3.6684 -3.8097
Cl -6.0528 -4.5442 -5.0854
H -2.4697 -8.7416 -2.6382
H -1.2025 -8.0990 -3.7087
H -1.0276 -7.9380 -1.9622
H -4.1387 -6.1571 -3.7769
H -3.1318 -7.3204 -4.6031
H -2.1205 -5.7120 -5.7486
H -1.4427 -5.0512 -4.2998
H -2.5189 -3.2422 -5.3020
H -3.8159 -4.1851 -5.9279
H -1.3779 -2.7495 -3.7624
H -1.6576 -1.6723 -2.4382
H -0.5868 -4.4286 -2.4619
H -1.6596 -4.1436 -1.1270
H 1.0002 -2.9580 -1.8322
H -0.1022 -1.8617 -1.0259
H 2.6273 0.3463 2.8120
H 2.1458 2.7430 2.9624
H 0.9206 3.9073 1.1806
H 0.1933 2.6270 -0.8086
H 0.6230 0.2344 -0.9710
H 2.8506 -2.4007 3.1228
H 5.1482 -2.9533 3.6018
H 6.9290 -2.6083 1.9246
H 6.3403 -1.6534 -0.2694
H 4.0053 -1.0875 -0.7918
H -3.0623 -4.5166 2.8445
H -7.0762 -2.5048 -0.2659
H -5.6199 -1.7145 0.2373
H -5.3159 0.1152 -2.3599
H -6.6306 1.2468 -2.1665
H -5.4063 1.0416 -0.8855
H -8.3280 0.6478 -0.9281
H -8.2612 -5.3958 -3.7178
C 3.9842 8.4366 -0.2300
C 4.2783 8.4690 1.2546
O 3.2182 9.0983 1.9905
C 2.1539 8.3357 2.2189
O 2.0256 7.1811 1.8972
O 1.2501 9.0678 2.8687
C 0.0182 8.3936 3.1298
H 3.7619 9.4400 -0.5948
H 4.8405 8.0432 -0.7772
H 3.1199 7.8087 -0.4442
H 5.1670 9.0682 1.4416
H 4.4666 7.4702 1.6462
H 0.1907 7.4441 3.6317
H -0.5274 8.2340 2.2009
H -0.5593 9.0449 3.7792
C 5.4579 5.2796 5.4619
C 5.7868 5.6475 4.0308
O 7.0917 6.2321 3.9225
C 8.1068 5.3687 3.9428
O 8.0182 4.1706 4.0132
O 9.2404 6.0638 3.8618
C 10.4264 5.2686 3.9337
H 5.5869 6.1431 6.1154
H 4.4279 4.9305 5.5369
H 6.1166 4.4909 5.8235
H 5.0926 6.4061 3.6732
H 5.7022 4.7865 3.3678
H 10.4022 4.4638 3.2027
H 10.5456 4.8613 4.9363
H 11.2574 5.9320 3.7131

The calculation puts the energy above the lowest of the compared OMol25 structures with the same formula, charge and spin at 0.0 kcal/mol. For the HOMO energy, the calculation gives -0.3698 Ha. The total charge is +1. The calculation puts the LUMO energy at -4.569 eV. The calculation puts the calculated total energy at -190570.2345 eV. The calculation puts the orbital gap at 5.49 eV.



(2)
The following is a quantum chemistry calculation of a structure of composition C39H49N5Os, from the OMol25 dataset.

CARTESIAN COORDINATES (ANGSTROEM)
Os 0.0064 -0.0319 0.3090
C 6.0318 0.9235 1.2208
C 5.0755 2.0641 1.6113
C 3.7671 1.9440 0.9084
C 3.3325 2.6102 -0.1981
C 4.0747 3.5803 -1.0526
C 4.5493 2.9001 -2.3500
C 1.9960 2.1191 -0.4853
C 1.1539 2.6450 -1.4533
C -0.1478 2.2499 -1.7101
C -1.0284 2.8602 -2.6937
C -0.7044 4.0945 -3.4664
C -0.8195 5.3468 -2.5806
C -2.1754 2.1283 -2.7014
C -2.0042 1.0754 -1.7140
C -2.9279 0.0800 -1.4447
C -2.8004 -0.9084 -0.4801
N -1.7435 -1.0341 0.3868
C -2.0865 -2.0404 1.2599
C -1.3335 -2.4308 2.3524
C -0.1194 -1.8806 2.7388
N 0.5937 -0.9528 2.0198
C 1.7247 -0.6904 2.7574
C 2.7278 0.1921 2.3867
C 2.7055 1.0283 1.2842
N 1.6550 1.1306 0.4037
C 1.7255 -1.4731 3.9762
C 0.5811 -2.2164 3.9626
C 0.0583 -3.1243 5.0221
C -1.0325 -2.4333 5.8607
C 2.7840 -1.4684 5.0249
C 3.8567 -2.5377 4.7595
C -3.3752 -2.6005 0.8981
C -3.8150 -1.9020 -0.1868
C -5.0900 -2.0905 -0.9355
C -6.2353 -1.2402 -0.3597
C -4.0362 -3.7436 1.5893
C -3.3909 -5.0861 1.2029
N -0.7758 1.1857 -1.1130
C -3.3907 2.2961 -3.5496
C -3.3957 1.3297 -4.7460
H 6.9702 1.0173 1.7649
H 6.2550 0.9557 0.1543
H 5.5951 -0.0502 1.4463
H 5.5362 3.0194 1.3647
H 4.9166 2.0518 2.6915
H 4.9382 3.9669 -0.5136
H 3.4420 4.4361 -1.2979
H 5.1910 2.0483 -2.1240
H 5.1155 3.6007 -2.9615
H 3.6987 2.5395 -2.9308
H 1.5441 3.4604 -2.0465
H -1.3850 4.1863 -4.3121
H 0.3077 4.0228 -3.8734
H -1.8355 5.4536 -2.2008
H -0.5727 6.2382 -3.1549
H -0.1468 5.2879 -1.7244
H -3.8471 0.0855 -2.0131
H -1.7475 -3.2087 2.9773
H 3.5928 0.2505 3.0321
H 0.8723 -3.4272 5.6791
H -0.3459 -4.0334 4.5711
H -0.6442 -1.5216 6.3149
H -1.3668 -3.0987 6.6548
H -1.8945 -2.1644 5.2497
H 2.3221 -1.6609 5.9936
H 3.2569 -0.4874 5.0848
H 3.4228 -3.5370 4.7762
H 4.6258 -2.4878 5.5289
H 4.3330 -2.3855 3.7899
H -5.3702 -3.1434 -0.8926
H -4.9444 -1.8382 -1.9872
H -6.4253 -1.4999 0.6812
H -7.1455 -1.4189 -0.9298
H -5.9973 -0.1769 -0.4092
H -5.0933 -3.7633 1.3271
H -3.9789 -3.6057 2.6714
H -3.4648 -5.2519 0.1280
H -3.8976 -5.9059 1.7093
H -2.3353 -5.1099 1.4747
H -3.4420 3.3205 -3.9165
H -4.2822 2.1297 -2.9416
H -2.6004 1.5819 -5.4483
H -4.3439 1.3967 -5.2768
H -3.2524 0.2976 -4.4218
C 1.0650 0.1688 -4.9275
C 0.8483 -1.2229 -4.3154
C 0.8168 -1.2031 -2.8677
N 0.7984 -1.1828 -1.7202
H 1.0720 0.0754 -6.0115
H 2.0201 0.5894 -4.6147
H 0.2655 0.8518 -4.6461
H 1.6534 -1.8936 -4.6220
H -0.0872 -1.6525 -4.6783

For the HOMO energy (spin up / spin down), the calculation gives -0.4722 / -0.4923 Ha. The total charge is +2. The calculation puts the LUMO energy (spin up / spin down) at -6.671 / -8.335 eV. The calculation puts the calculated total energy at -51144.4576 eV. The calculation puts the orbital gap (spin up / spin down) at 6.18 / 5.06 eV. The spin multiplicity is 5. The expectation value of S² is 6.107.



(3)
The following is a quantum chemistry calculation of a structure of composition C39H50Br2IN5OPS2Y, from the OMol25 dataset.

CARTESIAN COORDINATES (ANGSTROEM)
Y -0.8548 0.0379 1.6292
C -4.2914 -0.2254 1.2571
N -3.2071 -0.1460 0.2433
C -3.3438 1.1264 -0.5249
C -2.0581 1.9184 -0.6744
N -1.5331 2.3472 0.6329
C -0.2805 3.1092 0.4871
C -2.4910 3.1784 1.3578
C -3.0363 4.3002 0.7392
C -3.9276 5.1185 1.4084
C -4.2662 4.8132 2.7226
C -3.7143 3.7103 3.3429
C -2.8119 2.8653 2.6782
S -2.1679 1.4697 3.5165
C -3.3510 -1.3107 -0.6367
C -4.4773 -1.3984 -1.4547
C -4.6855 -2.4810 -2.2883
C -3.7510 -3.5117 -2.2907
C -2.6405 -3.4369 -1.4755
C -2.4014 -2.3367 -0.6326
S -0.9214 -2.2988 0.2921
H -4.2283 -1.1898 1.7599
H -5.2765 -0.1501 0.7858
H -4.1740 0.5667 1.9922
H -4.0842 1.7551 -0.0267
H -3.7215 0.9198 -1.5270
H -2.2636 2.7809 -1.3225
H -1.2825 1.3344 -1.1674
H 0.0623 3.3917 1.4833
H -0.4312 4.0266 -0.0940
H 0.4704 2.4870 0.0110
H -2.7634 4.5397 -0.2819
H -4.3504 5.9830 0.9140
H -4.9620 5.4412 3.2647
H -3.9721 3.4715 4.3666
H -5.2109 -0.6006 -1.4383
H -5.5662 -2.5258 -2.9153
H -3.8937 -4.3769 -2.9263
H -1.9123 -4.2383 -1.4714
I -2.0322 -2.0290 3.8140
C -0.1668 -2.9026 4.1640
C -0.1205 -4.0264 4.9358
C 1.1291 -4.5960 5.2568
C 2.2770 -4.0130 4.8088
C 2.2349 -2.8459 4.0075
C 3.4363 -2.2386 3.5579
C 3.3863 -1.1204 2.7817
C 2.1301 -0.5793 2.4103
C 0.9176 -1.0964 2.8140
C 0.9905 -2.2598 3.6465
H -1.0301 -4.4770 5.3088
H 1.1647 -5.4881 5.8684
H 3.2429 -4.4356 5.0604
H 4.3837 -2.6805 3.8451
H 4.3041 -0.6530 2.4390
H 2.1562 0.3044 1.7743
Br 1.6596 2.5526 3.9746
C 1.9724 1.1800 5.3020
Br 0.3922 0.6701 6.2564
H 2.6863 1.5822 6.0079
H 2.3445 0.3125 4.7736
O 0.7113 0.2644 -0.2727
P 1.3207 0.1869 -1.6381
N 2.1213 -1.2316 -1.7913
C 2.6232 -2.0611 -0.6759
C 3.7823 -2.8222 -1.3089
C 3.3139 -3.0127 -2.7502
C 2.6722 -1.6663 -3.0768
N 0.1971 0.2819 -2.8455
C 0.4793 0.7009 -4.2380
C -0.3580 -0.2408 -5.1044
C -1.5199 -0.6158 -4.1888
C -0.8287 -0.7906 -2.8483
N 2.4490 1.3502 -1.9980
C 3.7657 1.1875 -1.3392
C 4.4771 2.5377 -1.5390
C 3.5876 3.3067 -2.5193
C 2.1976 2.7831 -2.1902
H 1.8390 -2.7340 -0.3265
H 2.9299 -1.4451 0.1669
H 3.9907 -3.7579 -0.7928
H 4.6913 -2.2137 -1.2898
H 2.5549 -3.7973 -2.7888
H 4.1106 -3.2723 -3.4459
H 1.8889 -1.7554 -3.8339
H 3.4186 -0.9523 -3.4499
H 1.5443 0.6481 -4.4672
H 0.1552 1.7330 -4.3903
H 0.2163 -1.1332 -5.3634
H -0.6721 0.2366 -6.0317
H -2.0463 -1.5182 -4.4951
H -2.2433 0.2021 -4.1375
H -0.3590 -1.7782 -2.7744
H -1.4987 -0.7006 -1.9958
H 4.3045 0.3601 -1.8039
H 3.6568 0.9563 -0.2747
H 5.4909 2.4070 -1.9136
H 4.5441 3.0714 -0.5906
H 3.8400 3.0537 -3.5508
H 3.6640 4.3870 -2.4027
H 1.4778 2.9516 -2.9850
H 1.8233 3.2676 -1.2819

The calculation puts the energy above the lowest of the compared OMol25 structures with the same formula, charge and spin at 3.6 kcal/mol. For the HOMO energy, the calculation gives -0.2536 Ha. The total charge is 0. The calculation puts the LUMO energy at 0.376 eV. The calculation puts the calculated total energy at -230946.8743 eV. The calculation puts the orbital gap at 7.28 eV.